P) Below is an isolated molecule of C5H11NO2, with properties calculated with ωB97M-V/def2-TZVPD.

Output
Lowest unoccupied orbital energy (eV): 0.786
SMILES: C=C(O)N(O)C(C)C
Total charge: 0

Last column: Löwdin charge in e.
CARTESIAN COORDINATES (ANGSTROEM)
C 2.451 -0.890 -0.034  0.0343
C 1.552 -0.288 -0.807  -0.2853
O 1.955 0.457 -1.876  0.0260
N -0.171 -0.397 -0.716  -0.1113
O -0.661 -0.018 -1.975  -0.0528
C -0.557 0.522 0.265  -0.3610
C -2.334 0.101 0.375  -0.0040
C -0.021 0.343 1.665  -0.0840
H 2.165 -1.449 0.847  0.0523
H 3.511 -0.842 -0.271  0.0680
H 1.123 0.707 -2.316  0.0874
H -0.818 -0.877 -2.403  0.1303
H -0.526 1.561 -0.073  0.1325
H -2.440 -0.887 0.823  0.0515
H -2.736 0.888 1.013  0.0426
H -2.819 0.135 -0.599  0.0364
H -0.654 0.871 2.383  0.0793
H 0.003 -0.712 1.946  0.0846
H 0.979 0.776 1.751  0.0732



Q) Below is a structure of composition C5H11NO2, with properties calculated with ωB97M-V/def2-TZVPD.

Output
Lowest unoccupied orbital energy (eV): 0.899
Total charge: 0

Last column: Löwdin charge in e.
CARTESIAN COORDINATES (ANGSTROEM)
C -1.040 -0.133 0.341  -0.1380
C -0.380 -1.183 0.885  -0.1073
C 1.084 0.577 -1.547  0.0186
C 0.966 -1.077 1.540  -0.0908
N -0.476 1.145 0.231  -0.1133
C 0.486 1.595 -0.614  -0.4874
O -1.073 2.142 1.025  0.0337
O 0.787 2.781 -0.603  0.0467
H -0.611 2.955 0.724  0.0991
H -2.120 -0.121 0.258  0.1045
H -2.180 -1.794 -1.240  0.0108
H -0.699 -2.202 0.723  0.0892
H -2.442 -2.483 -1.591  0.0552
H 1.862 0.018 -1.030  0.0818
H 0.327 -0.124 -1.891  0.0791
H 1.515 1.107 -2.393  0.0889
H 1.740 -1.614 0.987  0.0751
H 1.312 -0.055 1.670  0.0771
H 0.944 -1.533 2.528  0.0771



R) Below is a structure of composition C5H11NO2, with properties calculated with ωB97M-V/def2-TZVPD.

Output
Lowest unoccupied orbital energy (alpha / beta) (eV): 0.452 / 0.452
Total charge: 0

Last column: Löwdin charge in e.
CARTESIAN COORDINATES (ANGSTROEM)
C 0.809 0.247 -0.017  -0.4797
C -1.798 -0.937 -0.905  -0.1589
C 1.748 -0.112 1.103  0.0031
N -0.854 -0.931 0.191  -0.1347
C -0.057 1.328 0.134  -0.1672
C -1.083 1.944 0.679  0.0399
O -0.153 -2.212 0.062  -0.1519
O 1.221 -0.067 -1.281  0.0340
H 0.277 -2.158 -0.815  0.0659
H 2.189 -0.055 -1.309  0.1200
H 1.060 2.067 -0.084  0.1936
H -2.499 -0.106 -0.799  0.0638
H -1.312 -0.869 -1.896  0.0796
H -2.420 -1.845 -0.913  0.0837
H 2.783 0.134 0.851  0.0912
H 1.663 -1.196 1.239  0.0901
H 1.486 0.373 2.043  0.0971
H -1.965 1.372 0.938  0.0636
H -1.095 3.023 0.779  0.0667



Which structure is most stable, and how do the rest compare? From most to least stable: Q), P), R).



P) Below is a cluster of 2 separate species, C5H11NO2 in total, with properties calculated with ωB97M-V/def2-TZVPD.

Output
Lowest unoccupied orbital energy (eV): 0.976
SMILES: C/C=C/N.CC(=O)O
Total charge: 0

Last column: Löwdin charge in e.
CARTESIAN COORDINATES (ANGSTROEM)
C -2.701 0.581 1.689  -0.1146
C -1.213 0.593 1.322  -0.1422
C -0.276 -0.117 2.015  -0.1915
N 1.079 -0.292 1.589  -0.0018
H -2.955 0.024 2.615  0.0764
H -3.095 1.556 1.874  0.0484
H -3.281 0.136 0.900  0.0561
H -0.951 1.179 0.431  0.0946
H -0.436 -0.715 2.899  0.1029
H 1.429 0.548 1.125  0.0761
H 1.683 -0.631 2.335  0.0928
C 0.697 -0.232 -3.063  0.0091
C 0.821 -0.082 -1.561  -0.5064
O 1.249 0.914 -0.929  0.0122
O 0.425 -1.255 -0.996  0.0533
H 1.518 0.341 -3.535  0.0968
H 0.727 -1.253 -3.334  0.0658
H -0.186 0.271 -3.436  0.0855
H 0.643 -1.139 -0.013  0.0864



Q) Below is an isolated molecule of C5H11NO2, with properties calculated with ωB97M-V/def2-TZVPD.

Output
Lowest unoccupied orbital energy (eV): 0.729
SMILES: CC(C)[C@@H](N)C(=O)O
Total charge: 0

Last column: Löwdin charge in e.
CARTESIAN COORDINATES (ANGSTROEM)
C 0.646 0.620 1.502  -0.0887
C -0.509 0.129 0.697  -0.4053
C -1.600 1.203 0.466  -0.0837
C -0.120 -0.428 -0.702  -0.2972
N 0.489 0.625 -1.454  0.0701
C 0.967 -1.606 -0.593  -0.4317
O 2.117 -1.496 -0.186  0.0834
O 0.353 -2.654 -1.203  0.0836
H 1.571 0.725 0.848  0.0893
H 0.480 1.603 2.063  0.0995
H 0.962 -0.093 2.255  0.0733
H -1.087 -0.737 1.251  0.1637
H -1.203 1.919 1.106  0.0184
H -1.623 1.578 -0.604  0.0826
H -2.721 0.934 0.685  0.1089
H -1.029 -0.922 -1.223  0.1716
H 1.171 1.179 -1.122  0.0353
H 0.077 0.715 -2.382  0.1017
H 1.059 -3.293 -1.404  0.1251



R) Below is an isolated molecule of C5H11NO2, with properties calculated with ωB97M-V/def2-TZVPD.

Output
Lowest unoccupied orbital energy (eV): 0.775
SMILES: CNC(=O)CCCO
Total charge: 0

Last column: Löwdin charge in e.
CARTESIAN COORDINATES (ANGSTROEM)
C 0.474 -2.101 1.465  -0.0667
N -0.544 -1.098 1.820  0.0205
C -0.780 -0.006 1.021  -0.4861
O -1.913 0.489 1.064  0.0311
C 0.340 0.712 0.376  -0.1350
C 0.620 0.379 -1.097  -0.1705
C -0.326 1.051 -2.098  -0.2436
O -0.433 2.453 -1.819  -0.0702
H 1.221 -1.660 0.818  0.0700
H 0.995 -2.383 2.387  0.0768
H 0.020 -3.053 1.193  0.0812
H -1.295 -1.416 2.387  0.1249
H 0.221 1.784 0.482  0.1191
H 1.279 0.615 0.943  0.1234
H 0.843 -0.663 -1.351  0.1108
H 1.620 0.800 -1.257  0.1135
H -1.329 0.620 -2.091  0.1179
H 0.088 0.977 -3.103  0.1138
H -1.100 2.500 -1.139  0.0691



Which structure is most stable, and how do the rest compare? From most to least stable: P), R), Q).



P) Below is an isolated molecule of C5H11NO2, with properties calculated with ωB97M-V/def2-TZVPD.

Output
Lowest unoccupied orbital energy (eV): 0.805
SMILES: [H]/N=C(/O)C[C@H](C)OC
Total charge: 0

Last column: Löwdin charge in e.
CARTESIAN COORDINATES (ANGSTROEM)
H 1.210 1.731 0.495  0.0410
N 2.119 1.392 0.188  0.1441
C 2.145 0.107 0.128  -0.4914
O 3.308 -0.339 -0.352  -0.0005
C 1.007 -0.829 -0.184  -0.0741
C -0.374 -0.358 0.244  -0.4346
C -1.372 -1.510 0.249  -0.0420
O -0.759 0.677 -0.644  -0.1743
C -1.794 1.508 -0.182  -0.1051
H 3.642 0.569 -0.806  0.1869
H 1.247 -1.787 0.299  0.1294
H 1.003 -1.039 -1.265  0.1468
H -0.315 0.060 1.267  0.1485
H -1.049 -2.285 0.958  0.0866
H -2.369 -1.171 0.558  0.0740
H -1.445 -1.959 -0.752  0.0936
H -1.904 2.325 -0.904  0.0941
H -2.754 0.974 -0.104  0.0838
H -1.546 1.935 0.806  0.0929



Q) Below is an isolated molecule of C5H11NO2, with properties calculated with ωB97M-V/def2-TZVPD.

Output
Lowest unoccupied orbital energy (eV): 0.712
SMILES: CCC(=O)NCCO
Total charge: 0

Last column: Löwdin charge in e.
CARTESIAN COORDINATES (ANGSTROEM)
C -1.280 -0.814 -1.857  -0.0949
C 0.223 -0.509 -2.048  -0.1569
C 0.668 0.801 -1.427  -0.4993
O 1.000 1.740 -2.116  0.0597
N 0.735 0.867 -0.040  0.0573
C -0.054 0.097 0.915  -0.1660
C 0.641 0.227 2.304  -0.2194
O -0.398 0.288 3.292  -0.0756
H -1.798 -1.384 -2.624  0.0693
H -1.518 -1.217 -0.878  0.0494
H -1.766 0.178 -1.885  0.0880
H 0.842 -1.302 -1.601  0.1152
H 0.384 -0.498 -3.122  0.1108
H 1.081 1.726 0.382  0.1370
H -0.138 -0.931 0.606  0.1005
H -1.040 0.539 1.120  0.1253
H 1.420 0.975 2.401  0.1123
H 1.036 -0.785 2.453  0.1133
H -0.038 0.003 4.126  0.0740



Which structure is most stable, and how do the rest compare? From most to least stable: Q), P).



P) Below is the ion C4H12N3 with charge +1, with properties calculated with ωB97M-V/def2-TZVPD.

Output
Lowest unoccupied orbital energy (eV): -3.532
Total charge: +1

Last column: Löwdin charge in e.
CARTESIAN COORDINATES (ANGSTROEM)
C -1.529 2.895 -0.453  0.0806
C 1.091 -1.595 1.917  -0.0823
C 0.057 -1.357 0.798  -0.2555
C 0.821 -0.749 -0.390  -0.1964
N -0.888 1.910 -0.939  -0.1537
N -1.197 0.697 -0.885  -0.0063
N -0.128 -0.248 -1.362  0.0155
H -2.379 2.588 0.040  0.0724
H -1.172 3.955 -0.727  0.1405
H 1.196 -0.764 2.576  0.0709
H 0.744 -2.473 2.411  0.0706
H 2.068 -1.778 1.379  0.0969
H -0.878 -0.753 1.103  0.1365
H -0.331 -2.292 0.481  0.0904
H 1.469 0.044 0.156  0.1604
H 1.507 -1.514 -0.898  0.1648
H 0.043 2.171 -1.398  0.2044
H 0.352 0.233 -2.150  0.1801
H -0.847 -0.971 -1.657  0.2104



Q) Below is the ion C4H12N3 with charge +1, with properties calculated with ωB97M-V/def2-TZVPD.

Output
Lowest unoccupied orbital energy (eV): -3.484
SMILES: NCC/C(N)=C/[NH3+]
Total charge: +1

Last column: Löwdin charge in e.
CARTESIAN COORDINATES (ANGSTROEM)
N -1.458 0.282 -2.803  0.0001
C -0.416 0.476 -1.795  -0.2769
C -0.949 0.270 -0.386  -0.1455
C 0.069 0.173 0.716  -0.2953
N -0.455 0.104 2.057  0.0756
C 1.349 -0.100 0.531  -0.0248
N 2.085 -0.593 1.711  0.1965
H -2.347 0.590 -2.439  0.0668
H -1.534 -0.627 -3.224  0.0704
H 0.310 -0.314 -2.012  0.1114
H 0.005 1.466 -1.950  0.1200
H -1.539 -0.644 -0.313  0.1356
H -1.639 1.080 -0.121  0.1297
H -0.927 -0.770 2.237  0.1122
H -0.983 0.954 2.193  0.1087
H 1.818 -0.190 -0.432  0.1251
H 2.879 -0.014 1.981  0.1750
H 1.350 -0.581 2.445  0.1404
H 2.382 -1.561 1.604  0.1748



Which structure is most stable, and how do the rest compare? From most to least stable: Q), P).